# 1
Formula: C3H9BF2IrO7P2
Source: the Open Molecules 2025 dataset
Level of theory: ωB97M-V/def2-TZVPD

Results
ΔE to the lowest compared entry with this formula, charge and spin	1.991	eV
orbital gap (alpha / beta)	6.74 / 6.89	eV
E_HOMO (alpha / beta)	-3.89 / -4.04	eV
net charge	-1
electronic energy	-45125.484	eV

Structure (XYZ):
```
25
C3H9BF2IrO7P2 ωB97M-V/def2-TZVPD
Ir -0.117 -1.263 2.056
C 0.456 2.045 -2.025
C 0.301 1.064 -0.877
O -0.084 1.786 0.289
P -1.020 -0.159 -1.201
O -0.847 -0.707 -2.685
O -2.360 0.695 -1.375
O -1.177 -1.223 -0.178
P 1.874 0.150 -0.536
O 1.750 -0.964 -1.769
O 3.090 0.955 -0.776
O 1.686 -0.572 0.774
H -0.408 2.710 -2.062
H 0.547 1.515 -2.972
H 1.362 2.629 -1.864
H 0.065 1.222 1.066
H 0.023 -1.145 -2.726
H -2.901 0.581 -0.583
H 2.650 -1.247 -1.964
F -0.513 1.023 4.025
B -1.055 0.240 3.066
F -2.345 0.612 2.854
C -0.288 -2.942 2.981
H 0.195 -3.851 2.612
H -0.885 -3.152 3.869
```

Atomic partial charges in e from the natural (NBO) method, atoms 1 to 6: 0.339 -0.629 -0.493 -0.717 2.348 -0.995



# 2
Formula: C12H36MgO6S6
Source: the Open Molecules 2025 dataset
Level of theory: ωB97M-V/def2-TZVPD

Results
ΔE to the lowest compared entry with this formula, charge and spin	0.008	eV
orbital gap	10.31	eV
E_HOMO	-14.37	eV
net charge	+2
electronic energy	-95757.006	eV

Structure (XYZ):
```
61
C12H36MgO6S6 ωB97M-V/def2-TZVPD
Mg -6.456 12.213 7.432
C -7.645 8.256 5.876
S -6.110 9.217 6.264
O -6.502 10.120 7.447
C -5.156 7.881 7.064
H -7.491 7.474 5.150
H -8.460 8.863 5.456
H -8.089 7.745 6.774
H -5.767 7.126 7.566
H -4.426 8.326 7.724
H -4.549 7.396 6.273
C -5.472 9.668 10.626
S -5.414 11.541 10.321
O -6.614 12.033 9.473
C -6.077 11.904 11.981
H -4.964 9.271 9.730
H -6.517 9.320 10.605
H -4.944 9.473 11.579
H -6.343 12.956 11.980
H -5.259 11.689 12.675
H -6.929 11.317 12.264
C -2.285 11.701 5.962
S -3.725 12.879 6.119
O -4.488 12.451 7.358
C -2.735 14.253 6.658
H -2.486 10.639 5.764
H -1.718 11.906 6.907
H -1.625 11.955 5.104
H -2.270 13.970 7.614
H -3.432 15.049 6.839
H -1.962 14.569 5.976
C -11.246 11.808 6.575
S -9.774 11.065 7.390
O -8.772 12.258 7.438
C -10.391 10.937 9.172
H -11.002 11.954 5.508
H -11.336 12.833 6.919
H -12.232 11.285 6.673
H -9.584 10.600 9.750
H -11.206 10.215 9.376
H -10.680 11.932 9.469
C -7.305 14.301 4.067
S -7.570 12.526 4.269
O -6.627 12.209 5.461
C -6.613 11.819 2.959
H -7.640 14.699 5.005
H -7.901 14.632 3.251
H -6.279 14.567 3.988
H -6.816 12.205 1.947
H -6.694 10.745 2.914
H -5.603 12.080 3.244
C -7.548 16.859 7.993
S -8.009 15.146 7.716
O -6.731 14.371 7.537
C -8.668 14.769 9.415
H -6.743 16.955 8.697
H -8.470 17.386 8.323
H -7.338 17.294 7.015
H -8.916 13.724 9.356
H -9.565 15.321 9.581
H -7.914 14.985 10.163
```

Atomic partial charges in e from the natural (NBO) method, atoms 1 to 6: 1.781 -0.820 1.232 -1.079 -0.805 0.254